Record 1
66
Properties=species:S:1:pos:R:3:forces:R:3:mulliken_charge:R:1 method="wB97M-V/def2-TZVPD" homo_energy_ev=-10.04 energy_ha=-2492.1344 total_charge=+1
Sc 0.318 0.072 -0.061 -1.314 -0.708 0.547 -0.200
O 1.220 -2.151 -3.150 0.286 -0.052 0.326 -0.691
C 1.403 -1.602 -2.069 -0.030 -0.005 -0.439 -0.066
N 1.378 -0.302 -1.754 0.405 -0.149 -0.155 0.065
C 1.511 0.782 -2.610 0.063 0.957 -0.303 0.307
C 1.866 0.732 -3.956 -0.072 -0.135 0.282 -0.549
C 2.073 1.914 -4.647 0.004 0.128 0.076 -0.794
C 1.915 3.137 -4.009 -0.051 -0.063 -0.144 -0.657
C 1.553 3.210 -2.672 -0.052 -0.052 0.179 -0.666
C 1.356 2.036 -1.952 0.189 -0.321 -0.857 0.179
N 1.031 1.920 -0.591 0.175 0.047 0.191 0.626
C 1.236 2.895 0.313 0.046 0.336 -0.050 0.251
O 1.564 4.056 0.125 -0.035 -0.263 0.208 -0.708
C 0.988 2.406 1.731 0.226 0.369 0.366 0.499
C 1.264 3.270 2.788 -0.007 -0.112 -0.184 -0.809
C 0.972 2.882 4.082 -0.096 -0.230 -0.153 -0.544
C 0.383 1.640 4.273 0.009 -0.014 -0.142 -0.883
C 0.184 0.823 3.178 -0.108 -0.261 0.147 -0.078
N 0.495 1.166 1.924 0.364 0.594 0.115 0.643
C 1.727 -2.393 -0.820 0.314 -0.593 0.004 0.496
C 2.242 -3.680 -0.932 -0.241 0.277 -0.056 -0.880
C 2.688 -4.329 0.207 -0.080 0.188 0.212 -0.444
C 2.609 -3.659 1.421 0.007 0.039 -0.182 -0.963
C 2.087 -2.376 1.439 -0.108 0.062 0.341 -0.361
N 1.627 -1.748 0.359 0.413 -0.475 -0.296 0.403
H 1.996 -0.232 -4.427 -0.018 0.005 -0.065 0.483
H 2.371 1.879 -5.685 -0.013 0.009 -0.058 0.425
H 2.073 4.052 -4.558 0.036 0.092 -0.060 0.419
H 1.451 4.165 -2.180 0.001 -0.009 -0.003 0.499
H 1.702 4.229 2.563 -0.025 0.076 -0.104 0.567
H 1.180 3.521 4.924 0.024 0.142 0.049 0.465
H 0.082 1.303 5.251 0.015 -0.081 0.130 0.500
H -0.258 -0.155 3.311 -0.004 -0.004 0.009 0.217
H 2.294 -4.129 -1.913 -0.012 0.024 -0.038 0.552
H 3.107 -5.323 0.155 0.000 -0.060 -0.027 0.471
H 2.950 -4.112 2.338 0.079 0.009 0.053 0.469
H 2.044 -1.818 2.366 -0.020 -0.016 0.048 0.708
C -1.137 -2.371 2.184 0.135 -0.040 0.200 -1.135
O -1.121 -1.691 0.931 -0.123 -0.016 -0.207 0.484
C -2.250 -2.047 0.126 -0.268 0.207 -0.685 -0.677
C -1.863 -1.978 -1.346 -0.083 -0.211 0.465 -0.657
O -1.420 -0.651 -1.621 -0.143 -0.358 0.199 0.239
C -1.452 -0.373 -3.028 0.108 0.279 -0.438 -1.062
H -1.998 -2.063 2.788 0.082 -0.014 -0.089 0.335
H -0.213 -2.126 2.702 -0.107 -0.022 0.011 0.288
H -1.162 -3.456 2.035 -0.041 0.147 -0.059 0.377
H -3.071 -1.339 0.312 0.131 -0.156 0.091 0.189
H -2.594 -3.060 0.361 0.142 0.123 0.027 0.530
H -2.747 -2.210 -1.958 0.166 0.045 0.121 0.648
H -1.065 -2.694 -1.590 -0.166 0.067 0.014 0.167
H -2.463 -0.544 -3.415 0.062 0.040 0.160 0.364
H -0.740 -0.997 -3.579 -0.057 0.080 0.196 0.314
H -1.186 0.677 -3.152 0.005 -0.084 -0.016 0.257
C -2.590 3.166 -1.548 0.174 -0.281 0.128 -1.378
Sb -2.192 1.856 0.121 -1.222 1.002 0.204 0.709
C -2.185 3.469 1.568 0.256 -0.399 -0.225 -1.358
C -4.272 1.343 0.497 0.526 -0.174 -0.070 -1.475
H -3.482 3.752 -1.334 -0.012 -0.020 0.096 0.474
H -2.740 2.620 -2.476 0.016 -0.073 -0.007 0.399
H -1.740 3.833 -1.668 0.077 0.036 -0.024 0.413
H -3.100 4.048 1.486 -0.093 -0.016 -0.104 0.512
H -1.332 4.112 1.369 0.067 0.122 -0.002 0.415
H -2.103 3.074 2.577 0.021 -0.051 0.100 0.366
H -4.870 2.243 0.570 0.024 0.230 -0.036 0.475
H -4.353 0.800 1.434 -0.006 -0.096 0.120 0.428
H -4.668 0.726 -0.302 -0.043 -0.116 -0.134 0.411

=====

Record 2
46
Properties=species:S:1:pos:R:3:forces:R:3:mulliken_charge:R:1 method="wB97M-V/def2-TZVPD" e_above_lowest_ev=0.000 homo_energy_ev=-11.90 energy_ha=-1867.0490 total_charge=+1
Y -0.624 1.456 1.276 0.010 -0.053 -0.036 1.554
C -0.546 -4.069 -5.059 -0.002 0.010 0.002 -1.419
C -0.388 -2.882 -4.153 0.003 -0.008 -0.032 0.839
C 0.018 -1.647 -4.651 -0.007 -0.027 -0.001 -0.813
C 0.190 -0.558 -3.811 0.003 0.001 -0.006 -0.378
C -0.054 -0.712 -2.455 0.012 -0.013 0.017 -0.140
C -0.460 -1.934 -1.930 -0.008 -0.011 -0.076 -0.519
C -0.627 -3.007 -2.784 -0.004 0.031 0.093 -0.828
S 0.166 0.658 -1.390 -0.157 0.092 -0.034 2.134
O 0.892 1.674 -2.106 0.006 -0.053 0.049 -0.724
O -1.197 1.094 -0.913 -0.011 0.018 -0.021 -0.801
N 0.778 0.223 -0.011 0.173 -0.013 0.175 -0.347
C 2.206 0.311 0.284 -0.018 -0.002 -0.059 -0.511
C 2.420 1.182 1.533 -0.041 0.036 0.001 0.398
O 3.519 1.473 1.915 0.026 -0.031 0.026 -0.597
O 1.289 1.576 2.120 0.010 -0.055 -0.058 -0.631
H -0.548 -3.773 -6.106 -0.006 0.003 0.000 0.361
H -1.473 -4.601 -4.847 0.000 -0.002 -0.006 0.369
H 0.276 -4.772 -4.911 0.001 0.003 0.005 0.311
H 0.207 -1.536 -5.711 0.001 0.002 0.000 0.347
H 0.516 0.396 -4.200 0.001 0.011 0.018 0.481
H -0.633 -2.041 -0.867 0.006 -0.003 0.010 0.377
H -0.943 -3.962 -2.382 0.002 -0.006 -0.015 0.391
H 2.774 0.753 -0.537 0.000 0.031 0.013 0.398
H 2.634 -0.673 0.479 -0.002 -0.004 0.008 0.339
C -1.002 4.449 -0.970 -0.014 0.051 -0.055 -0.647
S -0.341 4.211 0.696 -0.071 0.011 -0.006 -0.067
C 1.435 4.284 0.368 0.059 -0.022 -0.020 -0.644
H -0.571 3.729 -1.662 0.011 -0.017 0.041 0.152
H -0.778 5.465 -1.288 0.001 0.002 0.018 0.379
H -2.081 4.321 -0.926 0.003 -0.006 0.010 0.326
H 1.684 5.297 0.060 0.004 -0.004 -0.008 0.439
H 1.701 3.572 -0.412 0.009 0.015 -0.013 0.144
H 1.955 4.040 1.292 -0.007 0.012 0.007 0.269
C -1.491 -1.876 5.617 -0.002 0.015 0.000 -0.935
N -1.160 -1.077 4.440 0.003 0.042 0.038 0.130
C 0.173 -1.213 3.849 0.022 0.020 0.033 -0.867
C -2.005 -0.218 3.936 0.066 0.002 0.045 0.244
O -1.751 0.485 2.924 -0.054 0.038 -0.099 -0.802
H -0.795 -1.646 6.422 0.004 -0.010 0.000 0.360
H -1.424 -2.934 5.371 0.004 -0.003 0.005 0.353
H -2.503 -1.648 5.942 -0.002 -0.002 -0.005 0.309
H 0.741 -1.929 4.435 -0.012 -0.015 0.006 0.380
H 0.687 -0.251 3.859 0.007 -0.041 -0.025 0.297
H 0.098 -1.574 2.822 0.000 -0.001 -0.009 0.244
H -2.964 -0.115 4.445 -0.027 -0.046 -0.038 0.346

=====

Record 3
139
Properties=species:S:1:pos:R:3:forces:R:3:mulliken_charge:R:1 method="wB97M-V/def2-TZVPD" homo_energy_ev=-7.06 energy_ha=-8038.3664
C -1.572 -2.438 3.645 -0.423 -0.209 -0.280 -1.293
C -1.581 -1.882 2.212 0.204 -0.262 1.020 0.009
N -1.464 -0.426 2.208 -0.213 -0.337 -0.039 -0.533
P -2.315 0.351 0.825 -0.053 0.410 -0.970 0.843
N -3.247 1.113 -0.564 -0.448 -0.354 1.336 -0.078
C -4.429 0.734 -0.830 0.036 0.487 -0.760 0.291
C -5.673 1.518 -0.446 0.404 -0.227 -1.015 -1.234
C -4.728 -0.569 -1.551 0.184 0.170 0.810 -0.656
B -2.286 2.115 1.731 -0.036 0.825 0.592 0.525
N -1.106 2.583 2.472 -0.030 -0.675 -1.077 -0.565
O -3.399 2.937 1.707 0.296 -0.777 -0.118 -0.540
C -0.865 -0.074 -0.274 -0.007 0.433 -0.015 -1.080
Br -1.267 -1.423 -1.622 0.064 -0.004 0.312 -0.099
C -0.185 1.173 -0.893 0.821 -0.965 -0.514 0.402
C 1.319 0.861 -1.153 -0.394 0.463 -0.404 -1.173
Br -0.960 1.755 -2.609 -0.063 0.153 0.524 -0.033
H -2.563 -2.356 4.103 0.047 0.222 0.020 0.287
H -0.848 -1.929 4.280 0.121 -0.068 -0.072 0.444
H -1.352 -3.505 3.613 0.199 0.045 0.125 0.200
H -0.750 -2.360 1.686 -0.034 0.233 -0.280 0.102
H -2.523 -2.228 1.755 0.067 0.055 -0.277 0.084
H -1.864 -0.094 3.081 -0.008 0.094 0.028 0.348
H -3.425 -0.503 1.023 0.174 -0.138 -0.141 -0.286
H -6.237 0.882 0.245 -0.012 0.154 0.100 0.297
H -5.429 2.487 -0.028 -0.037 -0.054 0.198 0.089
H -6.277 1.632 -1.351 -0.220 0.170 0.191 0.471
H -4.067 -0.699 -2.404 -0.115 0.150 -0.090 0.218
H -4.462 -1.353 -0.831 -0.254 -0.218 -0.115 0.067
H -5.783 -0.623 -1.816 0.048 -0.285 -0.106 0.399
H -0.289 2.137 2.061 0.134 -0.133 0.401 0.222
H -1.101 2.287 3.443 -0.113 0.440 0.150 0.274
H -3.198 3.677 1.122 -0.160 0.236 0.231 0.262
H -0.114 -0.539 0.360 -0.048 0.010 -0.017 0.787
H -0.240 2.022 -0.217 -0.332 0.045 -0.060 0.273
H 1.588 -0.146 -0.840 0.019 0.066 0.248 0.292
H 1.526 0.917 -2.220 0.062 -0.028 0.016 0.439
H 1.933 1.623 -0.670 0.156 -0.226 0.130 0.114
C -6.711 -3.265 0.071 0.291 -0.181 0.248 -0.699
O -5.828 -2.562 0.952 -0.130 0.138 0.052 -0.341
H -7.207 -2.541 -0.570 0.042 0.081 0.065 0.239
H -6.147 -3.962 -0.549 -0.176 -0.028 -0.109 0.298
H -7.462 -3.808 0.652 -0.100 -0.015 -0.152 0.332
H -5.400 -3.219 1.506 0.101 0.030 -0.036 0.164
C 3.880 3.945 -1.384 0.015 -0.169 0.188 -0.659
O 3.648 3.249 -0.159 0.101 0.018 -0.305 -0.239
H 2.937 4.026 -1.923 -0.036 -0.005 0.063 0.246
H 4.263 4.949 -1.191 -0.021 0.031 -0.132 0.296
H 4.594 3.394 -1.997 -0.024 0.161 -0.199 0.311
H 4.500 3.182 0.300 -0.422 -0.027 0.372 0.219
C 5.301 2.502 3.232 0.012 0.023 0.026 -0.671
O 5.530 2.835 1.860 0.178 0.028 -0.138 -0.442
H 4.468 1.804 3.273 -0.040 0.042 -0.102 0.267
H 6.192 2.036 3.649 -0.122 0.020 0.090 0.196
H 5.045 3.397 3.803 -0.053 -0.046 0.039 0.305
H 6.271 3.448 1.832 0.082 -0.086 0.016 0.218
C 7.589 2.147 -2.514 -0.219 -0.057 0.223 -0.343
O 7.059 3.159 -1.659 0.082 0.019 0.028 -0.495
H 8.289 2.596 -3.207 0.000 0.123 0.026 0.164
H 8.105 1.389 -1.922 0.030 -0.093 -0.146 0.227
H 6.779 1.677 -3.080 0.112 -0.100 -0.076 0.175
H 6.445 2.712 -1.068 0.036 0.012 0.080 0.217
C 0.905 -6.203 2.658 -0.133 0.000 0.229 -0.453
O 0.439 -5.297 3.657 0.011 -0.017 -0.142 -0.497
H 1.595 -5.667 2.013 0.002 0.027 0.019 0.135
H 1.432 -7.045 3.112 0.047 -0.037 -0.125 0.315
H 0.073 -6.578 2.054 0.071 -0.053 -0.072 0.187
H -0.169 -5.779 4.225 0.019 0.035 0.064 0.278
C 1.604 6.788 0.438 -0.027 -0.332 -0.171 -0.369
O 1.483 6.573 -0.969 0.052 0.084 0.057 -0.499
H 2.154 7.714 0.587 -0.019 0.029 -0.044 0.233
H 0.623 6.886 0.901 0.040 0.072 0.102 0.164
H 2.155 5.965 0.905 0.023 0.058 0.061 0.190
H 0.995 5.755 -1.091 0.001 -0.009 -0.059 0.261
C -5.059 -5.262 -3.576 0.058 -0.039 0.274 -0.532
O -5.548 -5.616 -2.288 0.051 -0.052 -0.146 -0.478
H -5.912 -5.153 -4.241 -0.018 -0.022 0.010 0.278
H -4.511 -4.316 -3.539 0.008 0.002 -0.108 0.217
H -4.400 -6.044 -3.966 0.023 0.088 -0.155 0.184
H -4.783 -5.709 -1.709 0.046 -0.039 0.228 0.267
C 4.767 -6.512 1.131 -0.065 -0.172 -0.109 -0.527
O 3.673 -7.412 0.982 0.028 0.095 0.049 -0.477
H 4.484 -5.772 1.876 -0.033 -0.011 0.011 0.200
H 5.662 -7.036 1.477 0.037 0.073 0.020 0.275
H 4.987 -6.002 0.191 0.048 0.055 0.041 0.272
H 3.920 -8.068 0.325 -0.046 -0.028 -0.001 0.274
C -2.433 3.889 -6.314 0.096 -0.098 0.180 -0.546
O -2.628 3.122 -5.132 -0.010 0.058 -0.135 -0.435
H -3.404 4.016 -6.786 -0.022 -0.015 0.019 0.200
H -2.024 4.876 -6.080 -0.005 0.025 -0.085 0.245
H -1.766 3.376 -7.012 -0.013 0.063 -0.061 0.246
H -1.770 3.008 -4.711 -0.081 0.051 -0.011 0.147
C -5.562 -2.862 5.423 -0.085 -0.024 -0.270 -0.558
O -5.298 -4.061 4.698 0.086 0.016 0.031 -0.474
H -4.992 -2.890 6.347 0.040 -0.083 -0.025 0.246
H -5.256 -1.990 4.839 -0.027 0.083 0.117 0.203
H -6.625 -2.782 5.663 0.027 0.080 0.065 0.298
H -5.808 -4.019 3.885 -0.055 -0.054 0.031 0.277
C 5.017 -0.602 -1.801 0.012 0.118 0.174 -0.522
O 5.875 -0.257 -0.718 -0.069 0.089 -0.054 -0.501
H 5.570 -1.266 -2.461 0.035 0.001 0.013 0.298
H 4.124 -1.121 -1.444 -0.021 -0.015 -0.079 0.246
H 4.716 0.286 -2.364 -0.049 -0.046 -0.054 0.202
H 5.382 0.330 -0.136 0.033 -0.014 0.075 0.269
C -3.809 -5.867 1.433 0.101 0.042 -0.113 -0.343
O -3.316 -5.922 0.099 -0.117 0.029 -0.050 -0.457
H -4.763 -6.389 1.456 -0.002 -0.021 -0.040 0.319
H -3.120 -6.355 2.125 -0.062 0.027 0.070 0.331
H -3.959 -4.831 1.751 0.027 -0.017 0.099 -0.080
H -2.473 -5.458 0.079 0.003 0.017 -0.083 0.265
C -7.371 5.366 0.384 0.196 -0.063 -0.125 -0.545
O -6.929 4.849 -0.865 -0.095 0.078 0.101 -0.467
H -8.454 5.277 0.412 -0.006 -0.014 -0.027 0.234
H -6.948 4.797 1.217 -0.056 0.033 0.061 0.239
H -7.101 6.420 0.493 -0.054 0.013 0.070 0.265
H -5.972 4.925 -0.889 0.015 -0.054 -0.103 0.282
C -3.935 -9.339 -4.842 -0.122 0.147 0.149 -0.538
O -5.207 -9.001 -4.302 0.130 -0.024 -0.056 -0.477
H -4.077 -10.179 -5.517 -0.029 -0.006 -0.003 0.237
H -3.511 -8.502 -5.405 0.067 -0.053 -0.036 0.251
H -3.238 -9.634 -4.053 0.061 -0.029 -0.061 0.240
H -5.081 -8.259 -3.704 -0.153 -0.002 0.053 0.306
C -1.722 8.571 2.487 0.120 0.159 -0.102 -0.505
O -0.463 8.860 1.888 -0.146 -0.008 0.115 -0.462
H -1.690 7.542 2.839 0.034 -0.011 -0.008 0.188
H -1.914 9.229 3.338 -0.067 -0.051 0.026 0.267
H -2.534 8.672 1.761 -0.056 -0.034 0.052 0.260
H -0.488 9.768 1.575 0.056 -0.004 -0.039 0.273
C 9.390 2.863 3.516 -0.040 -0.182 -0.092 -0.571
O 8.366 1.870 3.500 0.248 0.109 -0.019 -0.467
H 9.071 3.653 4.191 -0.031 -0.017 0.017 0.241
H 10.333 2.448 3.879 0.030 0.077 0.017 0.263
H 9.541 3.285 2.519 0.045 0.055 0.030 0.259
H 8.649 1.171 2.904 -0.075 -0.039 -0.002 0.272
C 11.229 3.002 -4.421 -0.060 -0.184 -0.079 -0.530
O 10.148 2.075 -4.472 0.157 0.064 -0.042 -0.465
H 10.915 3.837 -3.799 -0.036 -0.011 0.010 0.224
H 12.117 2.545 -3.978 0.036 0.074 0.008 0.257
H 11.472 3.377 -5.418 0.045 0.062 0.033 0.265
H 10.421 1.336 -5.021 -0.049 -0.024 -0.003 0.276

=====

Record 4
9
Properties=species:S:1:pos:R:3:forces:R:3:mulliken_charge:R:1 method="wB97M-V/def2-TZVPD" e_above_lowest_ev=2.999 homo_energy_ev=-10.86 smiles="O=S1(=O)C[C@@H]1F" energy_ha=-726.4219
C 0.386 -0.811 -0.059 0.142 1.748 -0.631 -0.705
C 0.593 0.729 0.049 1.299 1.939 -0.983 0.160
O -1.754 0.180 -1.303 0.965 0.680 0.776 -0.572
O -1.905 -0.152 1.119 0.241 0.690 1.153 -0.558
F 1.166 1.325 1.122 -0.395 -0.734 0.896 -0.244
S -1.085 0.112 -0.014 -0.997 -1.757 -2.380 0.886
H 0.840 -1.332 -0.843 0.079 -0.139 -2.135 0.312
H 0.688 -1.407 0.713 0.151 -0.909 2.993 0.379
H 1.069 1.355 -0.783 -1.486 -1.518 0.311 0.341